Record 1
ORCA calculation (the ωB97M-V functional and the def2-TZVPD basis) on a cluster of 10 separate species, C2H23O10 in total at a distorted geometry.

Geometry as ORCA input:
```
! wB97M-V def2-TZVPD RIJCOSX def2/J DEFGRID3
* xyz 0 2
C -6.4638 -4.2794 29.5751
C -7.7503 -4.7903 29.0293
O -7.6595 -5.3318 27.7409
H -6.5901 -3.8103 30.5508
H -6.1855 -3.4782 28.8905
H -5.5591 -4.8765 29.4612
H -8.3676 -3.8926 29.0646
H -8.1728 -5.5670 29.6669
O -4.8675 -2.4000 26.5257
H -4.0954 -2.5386 25.9771
H -4.8076 -3.0768 27.1998
O -5.8144 -7.0888 31.0539
H -4.8691 -7.1738 31.1775
H -5.9372 -6.1880 30.7544
O -8.1886 -1.6659 31.9503
H -7.4757 -1.0342 31.8557
H -8.0771 -2.2658 31.2128
O -7.7227 -2.6880 26.1853
H -8.0311 -3.3816 26.7683
H -6.7862 -2.6177 26.3704
O -10.5250 -5.6072 27.1402
H -9.5694 -5.5698 27.0993
H -10.7860 -5.9940 26.3044
O -7.1836 -7.9333 27.1496
H -7.2409 -7.0256 27.4482
H -7.8389 -7.9992 26.4549
O -7.6684 -5.3187 24.7444
H -7.4292 -5.3310 25.6711
H -7.3588 -4.4700 24.4279
O -10.0936 -7.2646 29.2983
H -10.4719 -6.7247 28.6042
H -9.2167 -6.9045 29.4314
O -4.6513 -5.3477 26.8059
H -4.2633 -5.8758 27.5035
H -5.5578 -5.2133 27.0824
*
```

## Properties
E_LUMO (alpha / beta)   -0.00820 / -0.16325 Ha
HOMO (alpha / beta)   -11.14 / -11.12 eV
E_tot   -842.265509 a.u.
⟨S²⟩   0.7541
HOMO-LUMO gap (alpha / beta)   10.9 / 6.7 eV

---

Record 2
ORCA calculation (the ωB97M-V functional and the def2-TZVPD basis) on a cluster of 2 separate species, H3O in total at a distorted geometry.

Geometry as ORCA input:
```
! wB97M-V def2-TZVPD RIJCOSX def2/J DEFGRID3
* xyz 1 1
O -0.1163 -0.0755 -0.0228
H -0.9227 -0.5672 0.2777
H 0.2458 0.2874 0.8029
H 1.6076 0.8838 -0.8984
*
```

## Properties
E_LUMO   -0.45730 Ha
HOMO   -18.97 eV
E_tot   -76.494377 a.u.
HOMO-LUMO gap   6.5 eV

---

Record 3
ORCA calculation (the ωB97M-V functional and the def2-TZVPD basis) on a cluster of 3 separate species, C3H12N2O3 in total at a distorted geometry.

Geometry as ORCA input:
```
! wB97M-V def2-TZVPD RIJCOSX def2/J DEFGRID3
* xyz 0 1
N -1.5014 1.9059 -1.5771
C -0.2793 1.6139 -1.0232
C 0.6060 0.5824 -1.8134
N 1.1495 -0.5870 -0.9997
C 1.5676 -0.7175 0.3503
O 1.1441 -1.6868 0.9284
H -1.6868 1.4156 -2.5149
H -2.2339 2.1878 -1.0704
H -0.3030 1.2181 -0.0824
H 0.3694 2.5892 -1.0410
H -0.1045 0.0422 -2.6325
H 1.4015 1.0480 -2.3656
H 0.6007 -1.3640 -1.3441
H 2.3172 -0.0206 0.6938
O 0.2875 0.6860 2.4367
H 0.3432 -0.2271 2.7652
H -0.6004 0.8794 2.3040
O -2.0901 -1.7152 1.1919
H -2.5866 -2.0838 0.5279
H -1.1520 -2.0616 1.2591
*
```

## Properties
E_LUMO   0.02804 Ha
HOMO   -8.84 eV
Structure (SMILES)   NCCNC=O.O.O
E_tot   -456.667934 a.u.
HOMO-LUMO gap   9.6 eV

---

Record 4
ORCA calculation (the ωB97M-V functional and the def2-TZVPD basis) on a structure of composition C3H3FO2Ru at a distorted geometry.

Geometry as ORCA input:
```
! wB97M-V def2-TZVPD RIJCOSX def2/J DEFGRID3
* xyz 2 7
H -0.3047 -1.5048 -0.1539
H -1.4314 -1.2764 -1.5503
O -2.1046 -0.2555 0.1407
O -0.2921 0.9642 0.6157
C -1.3896 -1.3564 -0.4597
C 0.6567 0.3354 -0.1759
C -1.6209 0.8248 0.6713
H -1.9169 -2.2532 -0.1241
F 0.0880 -0.4787 -1.1073
Ru 2.2861 1.3490 -0.9421
*
```

## Properties
E_LUMO (alpha / beta)   -0.39640 / -0.48064 Ha
HOMO (alpha / beta)   -18.21 / -19.71 eV
E_tot   -460.125929 a.u.
⟨S²⟩   12.0145
HOMO-LUMO gap (alpha / beta)   7.4 / 6.6 eV